DFT (wB97M-V/def2-TZVPD) results for a single C6H10O molecule at a distorted geometry.

Computed properties:
- LUMO: 1.00 eV
- Total energy: -309.8052 Ha
- Gap between HOMO and LUMO: 10.0 eV

Each line ends with the natural charge from an NBO analysis.
Element x y z (Å)
O1 1.89176 -1.17409 0.95888  -0.715
C1 1.21439 -0.57545 -0.13560  0.055
C2 -0.12832 -1.28794 -0.35221  -0.418
C3 -1.19811 -0.47805 0.37234  -0.397
C4 -1.39371 0.83265 -0.40681  -0.445
C5 -0.08359 1.56529 -0.29723  -0.169
C6 0.98865 0.89080 0.12493  -0.233
H1 2.53274 -0.52100 1.26951  0.464
H2 1.83041 -0.68535 -1.04781  0.173
H3 -0.04045 -2.31786 0.00490  0.231
H4 -0.35523 -1.32029 -1.42626  0.202
H5 -0.78495 -0.21798 1.35809  0.205
H6 -2.12550 -1.02208 0.55516  0.211
H7 -1.77430 0.66461 -1.42066  0.213
H8 -2.11347 1.48199 0.10741  0.220
H9 -0.09517 2.65228 -0.24441  0.202
H10 1.51766 1.33065 0.95356  0.202

Force components x, y, z for each atom (eV/Å):
0.114 0.044 0.216
-0.268 0.140 -0.135
-0.060 -0.033 -0.014
-0.167 -0.083 -0.059
-0.126 -0.054 -0.059
0.008 -0.018 0.260
-0.329 0.042 0.042
-0.016 -0.287 0.040
-0.102 0.106 0.268
0.007 0.138 0.001
0.023 -0.067 0.171
-0.306 -0.085 -0.108
-0.039 -0.041 -0.331
0.009 -0.084 0.067
-0.035 -0.142 -0.160
-0.117 -0.148 0.356
1.405 0.571 -0.557